1.
Computed, not measured: a structure of composition C20H22HfN2 at a distorted geometry, with ωB97M-V with the def2-TZVPD basis set.

Structure (XYZ):
```
45
Properties=species:S:1:pos:R:3:forces:R:3
Hf -0.317 0.216 0.106 -1.383 -1.058 -3.203
C 3.938 -2.130 -0.010 0.399 0.032 -0.708
C 2.559 -2.499 0.511 -1.191 0.237 0.507
C 2.610 -3.451 1.731 0.718 -1.138 -0.565
C 1.795 -1.254 1.081 0.492 -1.196 -1.670
C 0.721 -1.418 1.977 -0.834 -0.055 0.848
C -0.010 -0.309 2.456 0.299 0.753 0.569
C 0.367 1.033 2.081 1.978 1.908 0.374
C -0.188 2.305 2.726 -0.076 -0.846 -0.142
C 1.492 1.253 1.093 0.189 -2.216 2.572
C 2.152 0.034 0.643 -0.296 2.522 -0.030
H 4.418 -3.040 -0.416 -0.279 0.470 0.085
H 4.609 -1.773 0.789 -0.347 -0.017 -0.158
H 3.913 -1.372 -0.830 0.141 -0.676 0.462
H 1.888 -2.980 -0.306 1.015 0.752 1.060
H 2.896 -2.903 2.638 -0.097 -0.176 -0.076
H 3.425 -4.221 1.561 -1.142 0.731 0.190
H 1.632 -3.957 1.847 0.763 -0.030 0.184
H 0.440 -2.429 2.355 0.242 0.830 -0.487
H -0.850 -0.456 3.177 0.706 0.192 -0.564
H 0.347 2.311 3.679 -0.178 0.281 0.320
H -1.280 2.212 2.931 0.809 0.462 -0.139
H 0.137 3.213 2.174 -0.607 -0.545 0.297
H 1.974 2.248 0.966 -0.809 -0.587 -0.214
H 2.935 0.184 -0.110 -0.052 -0.353 0.408
C 0.668 1.902 -3.734 0.622 -0.395 -0.051
C -0.545 1.531 -4.295 -2.346 0.785 0.601
C -1.731 1.367 -3.478 0.592 -0.261 -1.155
C -1.577 1.379 -2.101 1.057 -0.042 -1.918
N -0.318 1.493 -1.613 1.816 0.569 1.493
C 0.773 1.877 -2.368 -2.119 -1.012 0.099
C -2.595 1.054 -1.152 -2.744 -0.615 1.754
C -3.901 0.722 -1.585 1.535 0.019 0.332
C -4.680 -0.051 -0.730 -0.240 -0.202 -0.167
C -4.355 -0.242 0.606 1.048 0.236 1.495
C -3.170 0.339 1.087 -1.035 0.599 -1.500
N -2.262 0.933 0.233 -0.697 -0.565 -1.606
H 1.585 2.069 -4.292 -0.315 0.238 -0.321
H -0.746 1.519 -5.359 0.504 -0.204 -0.164
H -2.710 1.140 -3.975 1.170 0.440 0.474
H 1.652 2.040 -1.809 1.015 0.302 0.282
H -4.210 0.940 -2.617 0.021 -0.210 0.649
H -5.521 -0.553 -1.161 -0.766 -0.027 -0.005
H -4.953 -0.790 1.369 0.107 0.431 -0.983
H -3.007 0.516 2.124 0.315 -0.362 0.769
```
Forces are in eV/Å.

Calculated values
Kohn-Sham gap = 6.32 eV
E_HOMO = -22.87 eV
Net charge = +4

In elementary charge units, the Mulliken charges are: Hf 1.201; C -1.451; C 0.930; C -1.443; C 0.574; C -0.045; C -0.442; C 0.501; C -1.245; C -0.806; C -0.453; H 0.422; H 0.420; H 0.452; H 0.143; H 0.447; H 0.389; H 0.438; H 0.328; H 0.655; H 0.460; H 0.323; H 0.408; H 0.577; H 0.275; C -0.810; C -0.500; C -0.551; C 0.917; N -0.378; C -0.036; C 0.378; C -0.614; C -0.519; C -0.735; C 0.029; N -0.096; H 0.453; H 0.504; H 0.260; H 0.604; H 0.527; H 0.520; H 0.463; H 0.523

2.
Computed, not measured: a cluster of 2 separate species, C6H10N in total at a distorted geometry, with ωB97M-V with the def2-TZVPD basis set.

Structure (XYZ):
```
17
Properties=species:S:1:pos:R:3:forces:R:3
C -0.568 1.606 -2.202 -0.748 -0.241 -1.310
C 1.080 1.661 -0.383 1.283 -0.196 1.299
C -1.187 -0.454 0.130 0.192 -0.197 -2.578
C -0.763 -0.089 1.526 0.011 0.351 0.519
C 0.222 -0.585 0.514 -1.628 3.776 1.179
C 1.384 -1.415 0.455 -0.477 -2.184 -0.783
N 0.389 1.702 -1.375 -1.058 0.742 0.060
H -1.637 1.986 -2.008 2.048 -0.388 -0.163
H -0.297 1.141 -3.186 -0.586 0.546 0.955
H 1.847 2.459 -0.039 -1.396 -1.337 -0.780
H -1.562 -1.401 -0.329 -0.203 0.723 0.968
H -1.576 0.459 -0.445 0.802 -1.528 0.587
H -0.919 0.987 1.693 0.521 -0.479 -0.282
H -1.064 -0.589 2.437 0.406 -0.691 -0.059
H 1.060 -2.334 1.078 0.657 0.995 -0.871
H 2.269 -0.993 0.902 0.083 0.155 0.319
H 1.565 -1.712 -0.605 0.091 -0.046 0.940
```
Forces are in eV/Å.

Calculated values
Energy above the lowest of the compared OMol25 structures with the same formula, charge and spin = 444.90 kJ/mol
Kohn-Sham gap (alpha / beta) = 8.07 / 8.07 eV
E_HOMO (alpha / beta) = -13.21 / -13.21 eV
Net charge = +1

In elementary charge units, the Mulliken charges are: C -0.447; C -0.213; C -0.168; C -0.612; C 0.579; C -0.955; N 0.052; H 0.375; H 0.281; H 0.275; H 0.283; H 0.042; H 0.230; H 0.312; H 0.357; H 0.314; H 0.294